Below is a cluster of 2 separate species, C30H20NO4S in total, with properties calculated with ωB97M-V/def2-TZVPD.

Values from the calculation:
Net charge: -1

Cartesian coordinates (Å):
C: -3.762 -4.362 1.316
H: -2.527 -4.915 -0.356
C: -1.435 1.487 -1.944
C: 3.748 0.965 -1.401
H: -4.959 -3.528 2.875
H: -1.974 1.729 -3.998
H: 2.196 -2.174 5.337
H: -3.946 -5.377 1.624
C: 1.794 -1.649 2.039
H: 3.990 -0.083 -1.373
H: -4.561 -1.186 2.177
O: 4.178 -1.088 0.941
H: 4.984 1.364 -3.073
C: 2.299 0.697 0.555
N: 5.023 4.675 -4.160
H: -1.196 -2.937 2.874
C: 4.014 3.141 -2.389
O: -1.371 -2.928 -2.118
C: 0.504 -2.103 1.891
C: -1.666 4.255 -1.792
H: -2.189 4.172 -3.857
C: -1.313 3.529 -0.674
C: -1.204 2.160 -0.745
C: 2.849 1.483 -0.417
C: -1.897 3.607 -2.988
C: 4.573 3.963 -3.351
O: 2.128 -1.654 -0.642
C: -3.294 -1.758 0.562
S: 2.703 -1.050 0.616
C: 2.405 -1.674 3.272
H: -0.101 -3.012 5.078
H: -1.773 5.326 -1.728
C: 2.576 2.882 -0.472
H: -0.831 -0.415 -2.842
C: -2.732 -2.808 -0.153
H: 0.049 -2.097 0.913
H: -1.143 4.031 0.264
H: 3.424 -1.333 3.363
C: -1.937 -2.278 -1.268
C: -1.370 0.027 -2.019
H: 1.665 1.111 1.313
C: 1.721 -2.161 4.369
C: -4.108 -2.007 1.651
C: -4.332 -3.316 2.025
C: -1.979 -0.815 -1.161
C: -2.864 -0.483 -0.030
C: -0.182 -2.590 2.987
C: -1.772 2.239 -3.070
H: 1.909 3.312 0.255
C: 3.149 3.671 -1.423
C: 4.302 1.771 -2.348
C: -2.965 -4.117 0.217
C: 0.429 -2.622 4.224
H: -0.991 1.583 0.140
H: 2.950 4.727 -1.444
O: -3.189 0.616 0.358

Below is a structure of composition C30H21Br2I2N5O5Ta, with properties calculated with ωB97M-V/def2-TZVPD.

Values from the calculation:
Net charge: +3
Relative energy (zero: lowest compared OMol25 entry of this formula, charge and spin) (eV): 0.000

Cartesian coordinates (Å):
H: -4.164 -2.842 -1.439
H: -2.869 -1.001 -2.192
I: -0.702 -3.344 3.375
C: 1.564 3.866 -2.689
H: -1.235 -1.635 -2.198
H: 0.327 1.608 2.961
O: -0.492 -1.489 0.803
C: 6.044 -0.412 3.814
H: -1.215 0.641 -1.888
H: 4.415 -2.129 1.430
C: 4.646 -1.356 2.150
N: 7.296 -0.483 4.626
O: 2.249 -1.043 0.625
N: 0.934 1.730 -1.028
C: 5.796 -1.428 2.907
C: -2.195 1.543 0.863
C: 2.004 -1.718 -4.159
C: -3.526 -2.936 -0.569
O: 7.479 0.417 5.408
C: -3.846 -3.860 0.424
H: -3.497 3.485 3.298
H: 1.932 2.370 -4.182
C: 0.895 3.000 -0.574
C: 1.703 -2.613 -3.133
C: 3.774 -0.270 2.325
C: 1.200 4.085 -1.362
C: -2.004 -1.202 -1.559
N: 1.109 -0.789 -1.714
C: -1.532 2.602 3.295
Br: 1.967 5.278 -3.806
H: 5.465 1.424 4.740
C: 1.428 0.087 -2.695
I: -5.539 -5.035 0.227
O: 8.012 -1.433 4.423
C: 4.050 0.742 3.257
H: -1.233 2.986 4.259
H: 3.371 1.575 3.379
H: -2.984 1.621 -1.122
H: 0.616 3.138 0.461
C: -1.905 -3.201 1.688
H: 1.812 -3.680 -3.268
C: -2.592 0.884 -0.419
C: 1.629 2.553 -3.162
C: 1.321 1.514 -2.313
N: -1.478 0.123 -1.054
C: -2.390 -2.149 -0.454
C: -1.598 -2.300 0.678
Ta: 0.450 -0.038 0.243
H: -4.089 2.500 1.092
C: -3.036 -3.991 1.551
N: -0.961 1.305 1.359
H: 6.501 -2.242 2.812
C: -2.786 2.871 2.761
C: 5.202 0.671 4.012
H: -3.404 0.187 -0.203
C: 1.868 -0.347 -3.927
C: -3.115 2.330 1.532
C: 2.591 -0.197 1.531
C: 1.266 -2.110 -1.931
H: -3.290 -4.702 2.325
H: 1.158 5.083 -0.950
H: 1.031 -2.770 -1.105
O: 1.702 0.769 1.634
Br: 2.581 -2.328 -5.804
H: 2.124 0.351 -4.709
C: -0.654 1.828 2.575

Below is a structure of composition C30H21Br2N5O3S2Zn, with properties calculated with ωB97M-V/def2-TZVPD.

Values from the calculation:
Relative energy (zero: lowest compared OMol25 entry of this formula, charge and spin) (eV): 4.030

Cartesian coordinates (Å):
Br: -4.514 1.690 -4.714
H: 1.208 1.305 -4.870
H: 4.547 -2.492 3.531
C: 1.930 -0.393 -6.000
C: -3.319 0.863 -2.270
H: 2.115 -3.473 -4.620
H: 5.416 -0.676 -0.821
O: -1.467 -2.848 2.105
C: -0.654 3.779 3.519
H: -0.070 4.655 3.262
C: 1.220 -1.816 3.398
C: -3.318 1.034 0.620
H: 0.327 -1.925 3.997
C: 4.560 -0.825 -0.178
C: 1.405 -1.744 -3.613
H: 5.642 -1.751 1.417
C: -2.588 1.793 4.185
S: 1.055 -2.582 -2.165
C: 1.125 -1.232 2.156
H: -1.512 -2.169 -3.700
H: -3.000 -0.817 -5.200
N: 1.183 -0.399 -3.741
H: -0.589 4.133 5.594
H: 2.115 0.166 -6.905
C: 1.930 -2.415 -4.735
C: -3.469 0.563 -3.612
H: -4.247 1.052 0.065
N: -0.076 -0.768 1.612
H: -0.244 1.151 3.363
H: 0.766 1.099 1.102
C: 3.285 -0.440 -0.619
N: 2.198 -0.582 0.099
C: 2.190 -1.762 -5.913
S: -1.627 -1.419 2.005
H: 3.151 -0.019 -1.609
C: 1.433 0.249 -4.900
C: 2.300 -1.109 1.351
C: -1.942 2.489 5.130
C: -0.238 0.699 1.257
C: -2.519 0.021 -1.514
C: -2.048 -1.302 -3.329
H: -2.236 2.386 6.167
O: 0.710 0.328 -2.742
C: -2.864 -0.555 -4.161
C: -2.205 0.230 -0.030
H: 2.588 -2.301 -6.762
C: -0.969 3.511 4.794
C: 4.682 -1.402 1.054
H: -1.140 3.347 1.431
H: -3.432 1.164 4.437
C: -0.781 1.450 2.466
C: 3.541 -1.559 1.868
C: -3.285 1.671 1.780
N: -1.859 -1.001 -2.052
Br: -4.880 2.625 2.272
Zn: 0.153 -0.626 -1.010
C: 3.592 -2.151 3.150
C: -1.098 2.915 2.424
C: 2.452 -2.283 3.887
H: 2.490 -2.738 4.868
H: -3.785 1.740 -1.845
O: -2.247 -1.165 0.519
C: -2.195 1.855 2.763
N: -0.890 0.773 -0.013

Below is a structure of composition C30H21CaN10O3, with properties calculated with ωB97M-V/def2-TZVPD.

Values from the calculation:
Net charge: -1
Relative energy (zero: lowest compared OMol25 entry of this formula, charge and spin) (eV): 1.374

Cartesian coordinates (Å):
H: 4.039 5.630 -0.657
H: 0.315 -3.498 5.820
N: 0.316 -1.128 2.791
N: -1.978 1.312 -0.148
C: 1.455 -1.553 3.314
Ca: 0.163 -0.544 0.453
H: 2.360 -1.199 2.831
C: -1.717 2.013 -1.188
C: -3.993 0.494 -1.281
N: 2.282 -0.244 0.139
C: 0.749 4.182 0.795
C: -3.001 0.378 -0.213
C: 2.937 -2.528 -0.246
C: 1.804 3.315 0.440
H: -0.863 2.682 -1.181
N: -3.079 -0.579 0.644
C: 2.801 -5.325 -0.105
C: 3.120 5.224 -0.256
C: -2.064 -1.099 2.644
C: 1.731 -3.143 0.241
H: -2.124 2.469 -3.149
C: -5.207 -0.186 -1.288
H: 3.771 3.176 -0.347
H: 4.751 -5.314 -1.035
C: 2.068 6.070 0.074
C: 1.746 -4.564 0.339
C: -3.659 1.314 -2.366
N: -2.457 2.004 -2.322
H: 0.863 -5.024 0.766
C: -6.077 -0.049 -2.353
C: -5.739 0.771 -3.426
C: 1.508 -2.410 4.405
H: -7.019 -0.581 -2.356
H: -5.444 -0.824 -0.448
C: -4.537 1.450 -3.438
O: -0.407 3.737 1.321
H: -0.284 2.746 1.435
H: -6.424 0.887 -4.255
C: 1.106 -0.929 -4.928
C: 0.892 5.556 0.588
H: 2.459 -2.746 4.793
C: 0.040 -0.464 -2.850
C: 1.644 1.838 0.582
H: 0.062 6.204 0.842
C: 3.934 -4.716 -0.652
O: 0.612 1.383 1.214
H: -2.982 -1.015 3.229
H: 4.874 -2.853 -1.088
C: 2.977 3.859 -0.078
N: -0.259 -0.387 -1.715
C: -0.836 -1.542 3.319
C: 0.312 -2.827 4.970
H: -1.834 -2.706 4.832
N: 2.577 1.099 0.029
C: 3.137 -1.093 -0.291
H: -4.268 2.089 -4.271
N: 1.836 -1.308 -5.749
H: 4.090 -0.738 -0.696
N: -2.004 -0.836 1.403
C: 3.987 -3.341 -0.697
N: 0.219 -0.452 -4.105
H: 2.163 7.141 -0.062
C: -0.882 -2.384 4.428
O: 0.683 -2.487 0.591
H: 2.753 -6.406 -0.033

The HOMO-LUMO gap results, record by record, are as follows: 4.1934; 5.3944; 7.6909; 6.2357 eV.
The F_max results, record by record, are as follows: 0.0705; 0.0068; 0.0201; 0.0541 Eh/bohr.